P) {
  "formula": "C3H10NO",
  "method": "the ωB97M-V functional and the def2-TZVPD basis",
  "species": ["C", "N", "H", "H", "H", "H", "H", "H", "O", "C", "C", "H", "H", "H", "H"],
  "coordinates": [[-4.361, -1.448, 2.307], [-4.894, -2.013, 1.009], [-3.749, -0.595, 2.027], [-3.691, -2.197, 2.707], [-5.194, -1.293, 2.981], [-4.201, -2.573, 0.506], [-5.679, -2.653, 1.168], [-5.373, -1.267, 0.500], [5.962, 0.285, -1.806], [5.904, 1.475, -1.609], [4.863, 2.362, -2.105], [6.716, 2.063, -1.110], [4.731, 3.262, -1.498], [5.129, 2.573, -3.144], [3.836, 2.019, -1.933]],
  "charge": 1,
  "gap_ha": 0.25676,
  "molar_mass_da": 76.119
}

---

Q) {
  "formula": "C3H10NO",
  "method": "the ωB97M-V functional and the def2-TZVPD basis",
  "species": ["C", "C", "C", "O", "N", "H", "H", "H", "H", "H", "H", "H", "H", "H", "H"],
  "coordinates": [[2.525, -0.266, -0.241], [-3.014, 0.870, -1.008], [-2.394, -0.119, -0.330], [-0.226, 0.200, 1.179], [2.182, -0.724, 1.106], [3.576, -0.049, -0.490], [2.230, -1.011, -1.084], [-2.963, 1.830, -0.554], [-3.508, 0.874, -2.002], [-1.828, -0.098, 0.597], [-2.258, -1.111, -0.817], [-0.008, 1.081, 1.467], [1.945, 0.591, -0.534], [1.222, -0.429, 1.362], [2.520, -1.638, 1.349]],
  "charge": 1,
  "gap_ha": 0.14829,
  "molar_mass_da": 76.119
}

---

Which is the most stable structure? P) is the most stable.

---

P) {
  "formula": "C3H10NO",
  "method": "the ωB97M-V functional and the def2-TZVPD basis",
  "species": ["C", "C", "C", "N", "O", "H", "H", "H", "H", "H", "H", "H", "H", "H", "H"],
  "coordinates": [[0.312, 2.093, 0.159], [-1.072, -1.325, 0.557], [-0.299, 0.848, -0.144], [-0.643, 0.058, 0.806], [1.313, -1.250, -1.159], [1.034, 2.421, -0.597], [-0.469, 2.834, 0.269], [0.788, 2.007, 1.133], [-1.202, -1.767, 1.460], [-2.034, -1.264, -0.036], [-0.336, -1.908, -0.095], [-0.531, 0.416, -1.134], [-0.569, 0.194, 1.876], [1.485, -2.228, -0.809], [2.105, -1.095, -1.712]],
  "charge": 1,
  "gap_ha": 0.42316,
  "molar_mass_da": 76.119
}

---

Q) {
  "formula": "C3H10NO",
  "method": "the ωB97M-V functional and the def2-TZVPD basis",
  "species": ["C", "N", "H", "H", "H", "H", "H", "H", "C", "C", "O", "H", "H", "H", "H"],
  "coordinates": [[-2.380, 0.767, -0.202], [-1.710, -0.562, -0.450], [-1.610, 1.494, -0.373], [-2.634, 0.687, 0.858], [-3.222, 0.885, -0.864], [-1.455, -0.701, -1.440], [-0.785, -0.580, 0.020], [-2.271, -1.341, -0.116], [2.617, -0.266, -0.375], [1.631, -0.487, 0.497], [0.598, 0.477, 0.591], [2.676, 0.678, -0.916], [3.186, -1.057, -0.862], [1.443, -1.391, 1.079], [0.835, 1.152, 1.239]],
  "charge": 1,
  "gap_ha": 0.37702,
  "molar_mass_da": 76.119
}

---

Which is the most stable structure? P) is the most stable.

---

P) {
  "formula": "C3H10NO",
  "method": "the ωB97M-V functional and the def2-TZVPD basis",
  "species": ["C", "C", "C", "N", "H", "H", "H", "H", "H", "H", "H", "H", "H", "H", "O"],
  "coordinates": [[1.222, -0.335, -1.376], [1.054, 0.078, 0.085], [1.601, -0.468, 1.148], [-0.100, 0.988, 0.184], [0.862, -1.372, -1.539], [0.617, 0.291, -2.028], [2.228, -0.281, -1.844], [1.311, -0.360, 2.205], [2.536, -0.987, 1.101], [-0.012, 1.859, -0.321], [-0.283, 1.110, 1.166], [-1.262, 0.144, -0.109], [-3.701, -0.041, -0.203], [-2.825, -0.950, 0.678], [-2.776, -0.261, 0.011]],
  "charge": 1,
  "gap_ha": 0.37856,
  "molar_mass_da": 76.119
}

---

Q) {
  "formula": "C3H10NO",
  "method": "the ωB97M-V functional and the def2-TZVPD basis",
  "species": ["C", "C", "C", "N", "O", "H", "H", "H", "H", "H", "H", "H", "H", "H", "H"],
  "coordinates": [[0.913, 1.003, -0.179], [0.861, -1.359, 0.209], [-1.264, 0.050, -0.106], [0.169, -0.194, -0.472], [-1.427, 0.733, 1.108], [0.515, 1.370, 0.766], [2.023, 1.004, 0.017], [0.860, 1.642, -1.059], [1.243, -1.053, 1.187], [0.189, -2.125, 0.325], [1.665, -1.657, -0.373], [-1.791, 0.656, -0.854], [-1.874, -0.841, -0.266], [0.112, -0.492, -1.437], [-2.194, 1.264, 1.134]],
  "charge": 1,
  "gap_ha": 0.45647,
  "molar_mass_da": 76.119
}

---

Which is the most stable structure? Q) is the most stable.

---

P) {
  "formula": "C3H10NO",
  "method": "the ωB97M-V functional and the def2-TZVPD basis",
  "species": ["C", "N", "H", "H", "H", "H", "C", "O", "C", "H", "H", "H", "H", "H", "H"],
  "coordinates": [[1.877, -0.398, -2.543], [1.428, -0.808, -1.427], [2.838, -0.658, -2.921], [1.259, 0.380, -2.982], [0.891, -0.217, -0.687], [1.868, -1.611, -0.977], [-0.516, 0.369, 1.565], [0.059, 0.631, 0.236], [-2.008, 0.137, 1.425], [0.010, -0.471, 2.000], [-0.296, 1.233, 2.194], [-0.320, 1.482, -0.007], [-2.307, -0.561, 2.211], [-2.664, 0.994, 1.372], [-2.119, -0.501, 0.542]],
  "charge": 1,
  "gap_ha": 0.36582,
  "molar_mass_da": 76.119
}

---

Q) {
  "formula": "C3H10NO",
  "method": "the ωB97M-V functional and the def2-TZVPD basis",
  "species": ["C", "C", "C", "N", "H", "H", "H", "H", "H", "H", "H", "H", "H", "H", "O"],
  "coordinates": [[0.019, 0.534, 1.689], [0.017, 0.722, 0.235], [-1.137, 0.998, -0.435], [1.220, 0.586, -0.423], [0.633, 1.217, 2.268], [-0.940, 0.468, 2.203], [0.511, -0.528, 1.665], [-1.214, 1.221, -1.491], [-2.037, 1.101, 0.186], [1.615, -0.349, -0.267], [1.183, 0.775, -1.423], [0.688, -1.662, 1.078], [-0.045, -2.880, -1.235], [-0.248, -1.853, -0.083], [-0.318, -1.967, -1.066]],
  "charge": 1,
  "gap_ha": 0.20245,
  "molar_mass_da": 76.119
}

---

Which is the most stable structure? P) is the most stable.

---

P) {
  "formula": "C6H14O2",
  "method": "the ωB97M-V functional and the def2-TZVPD basis",
  "species": ["C", "C", "C", "C", "C", "C", "H", "H", "H", "H", "H", "H", "H", "H", "H", "H", "H", "H", "O", "H", "H", "O"],
  "coordinates": [[-1.853, 1.358, 0.733], [-0.890, 0.235, 0.494], [-0.904, -0.594, -0.532], [-1.900, -0.585, -1.658], [1.032, -0.986, 1.709], [0.133, 0.009, 1.543], [-2.793, 0.966, 1.130], [-2.097, 1.912, -0.169], [-1.447, 2.032, 1.487], [-0.107, -1.317, -0.648], [-2.851, -1.051, -1.413], [-1.488, -1.064, -2.549], [-2.099, 0.457, -1.938], [1.271, -1.732, 0.966], [1.769, -0.847, 2.489], [0.019, 0.485, 2.513], [1.407, 0.753, -0.020], [2.333, 1.903, 0.264], [1.986, 1.389, -0.473], [2.730, -1.504, -1.982], [2.741, -0.453, -0.875], [3.008, -1.364, -1.069]],
  "gap_ha": 0.34542,
  "molar_mass_da": 118.176
}

---

Q) {
  "formula": "C6H14O2",
  "method": "the ωB97M-V functional and the def2-TZVPD basis",
  "species": ["C", "C", "C", "C", "C", "C", "H", "H", "H", "H", "H", "H", "H", "H", "H", "H", "H", "H", "O", "H", "H", "O"],
  "coordinates": [[-1.628, -1.621, -1.884], [-1.257, -0.371, -1.199], [0.010, 0.597, -0.317], [1.199, 0.817, -1.174], [-1.319, -0.609, 1.428], [-0.533, -0.697, 0.071], [-2.495, -2.064, -1.396], [-1.867, -1.673, -2.951], [-0.769, -2.307, -1.728], [-0.633, 1.455, -0.163], [0.897, 1.454, -2.010], [1.935, 1.339, -0.531], [1.401, -0.147, -1.666], [-1.271, 0.359, 1.925], [-2.357, -0.882, 1.228], [0.202, -1.500, 0.207], [2.337, 0.195, 2.458], [-0.868, -1.379, 2.016], [2.312, 0.197, 1.490], [1.539, 3.225, 1.638], [1.837, 1.214, 1.354], [1.329, 2.398, 1.204]],
  "gap_ha": 0.19157,
  "molar_mass_da": 118.176
}

---

Which is the most stable structure? P) is the most stable.